(1)
ORCA calculation (ωB97M-V/def2-TZVPD) on C3H6FHfNO8P2 as an isolated structure at a distorted geometry.

```
22
Properties=species:S:1:pos:R:3:lowdin_charge:R:1
O -2.60 1.25 2.16 0.29
N -3.08 0.34 1.72 0.17
O -2.51 -0.92 2.13 0.07
C -2.11 -1.72 1.05 0.00
C -0.53 -1.72 0.89 -0.27
O 0.12 -2.15 1.74 0.33
O 0.15 -1.25 -0.32 0.09
C 0.39 0.05 -0.44 -0.63
F -0.76 0.78 -0.37 0.03
P 1.57 0.75 0.88 1.01
O 2.72 1.67 0.32 -0.48
P 1.12 0.43 -2.15 0.46
O 1.75 1.77 -2.04 -0.23
O 2.00 -0.71 -2.66 0.06
O -0.06 0.41 -3.13 0.05
H -2.37 -2.75 1.31 0.18
H -2.61 -1.50 0.11 0.18
H 2.16 -0.26 1.69 0.14
H 0.80 1.64 1.77 0.05
H 2.78 -0.81 -2.09 0.15
H -0.57 1.23 -3.03 0.14
Hf 1.64 3.47 0.48 2.23
```

Properties
Total charge   +4
Energy above the lowest of the compared OMol25 structures with the same formula, charge and spin   0.0 kJ/mol
DFT total energy   -43617.98871 eV


(2)
ORCA calculation (ωB97M-V/def2-TZVPD) on C20H27Br2MgNO9PSTe as an isolated structure at a distorted geometry.

```
63
Properties=species:S:1:pos:R:3:lowdin_charge:R:1
Mg -0.47 -0.57 0.95 0.28
Br -2.28 2.16 3.14 0.63
C -3.53 0.73 2.88 -0.92
Br -2.54 -1.02 2.76 0.60
H -4.06 0.89 1.94 0.00
H -4.20 0.69 3.73 0.00
C -3.90 4.16 -2.44 -0.10
O -2.78 3.76 -3.18 -0.08
C -1.88 2.91 -2.61 -0.27
C -0.79 2.56 -3.43 -0.01
C 0.20 1.76 -2.93 -0.02
C 0.11 1.20 -1.64 -0.11
C 1.17 0.37 -1.14 -0.32
C 2.51 0.42 -1.79 0.02
O 1.01 -0.39 -0.17 -0.04
C -1.04 1.46 -0.84 -0.33
O -1.28 0.92 0.30 -0.16
C -1.99 2.38 -1.35 0.05
H -4.48 4.81 -3.11 0.09
H -3.61 4.73 -1.55 0.09
H -4.51 3.31 -2.14 0.09
H -0.77 2.93 -4.44 0.12
H 1.02 1.48 -3.56 0.10
H 2.86 1.45 -1.90 0.10
H 2.47 0.02 -2.82 0.05
H 3.22 -0.17 -1.21 0.09
H -2.83 2.61 -0.71 0.11
C 0.00 0.42 6.06 -0.07
C 1.02 -0.62 5.63 -0.28
O 0.40 -1.62 4.83 -0.32
P 0.65 -1.73 3.25 0.06
O 0.41 -0.39 2.59 -0.41
Te -0.61 -3.61 2.65 0.54
O 2.25 -2.02 3.22 -0.27
C 3.05 -1.45 2.19 -0.28
C 3.55 -0.07 2.60 -0.07
H 0.46 1.17 6.70 0.07
H -0.82 -0.06 6.59 0.08
H -0.41 0.92 5.18 0.03
H 1.44 -1.14 6.50 0.12
H 1.83 -0.14 5.07 0.10
H 2.48 -1.37 1.26 0.09
H 3.89 -2.14 2.05 0.12
H 2.71 0.61 2.71 0.07
H 4.21 0.32 1.83 0.08
H 4.09 -0.13 3.54 0.07
N -1.66 -1.98 -0.29 0.02
C -0.90 -2.05 -1.48 -0.33
C 0.26 -2.83 -1.51 -0.03
C 1.10 -2.75 -2.60 -0.04
C 0.77 -1.93 -3.66 -0.27
C -0.40 -1.22 -3.67 -0.06
C -1.25 -1.28 -2.58 -0.02
S 1.92 -1.56 -4.99 0.44
O 1.14 -1.64 -6.21 -0.35
O 3.01 -2.52 -4.89 -0.36
O 2.32 -0.19 -4.63 -0.39
H -2.59 -1.62 -0.48 0.11
H -1.73 -2.88 0.18 0.01
H 0.51 -3.46 -0.66 0.10
H 2.03 -3.30 -2.65 0.11
H -0.61 -0.60 -4.53 0.12
H -2.16 -0.69 -2.54 0.12
```

Properties
Total charge   -1
DFT total energy   -214051.57106 eV


(3)
ORCA calculation (ωB97M-V/def2-TZVPD) on a 2-piece molecular cluster, C5H11NO overall at a distorted geometry.

```
18
Properties=species:S:1:pos:R:3:lowdin_charge:R:1
C -0.66 1.48 1.38 0.02
C 0.38 1.41 0.53 -0.43
N 0.88 2.52 -0.18 0.09
C 0.91 0.12 0.06 -0.09
C 0.13 -0.76 -0.57 -0.18
C 0.65 -1.84 -1.47 -0.09
H -1.22 2.41 1.34 0.05
H -0.78 0.85 2.25 0.06
H 1.16 2.24 -1.12 0.08
H 0.19 3.26 -0.22 0.09
H 1.99 0.00 -0.04 0.12
H -0.87 -0.40 -0.80 0.12
H 1.48 -2.39 -1.02 0.08
H -0.16 -2.53 -1.71 0.07
H 1.05 -1.39 -2.38 0.08
O -1.93 -1.61 1.66 -0.07
H -1.71 -2.42 1.18 0.03
H -1.50 -0.94 1.12 -0.03
```

Properties
Total charge   0
Energy above the lowest of the compared OMol25 structures with the same formula, charge and spin   224.5 kJ/mol
DFT total energy   -8899.37052 eV


(4)
ORCA calculation (ωB97M-V/def2-TZVPD) on C8H5HoN2O5 as an isolated structure at a distorted geometry.

```
21
Properties=species:S:1:pos:R:3:mulliken_spin:R:1
O -0.51 -4.10 1.78 0.00
C 0.15 -3.22 1.55 -0.02
Ho 0.98 -1.07 0.89 4.00
C 2.81 -0.42 -0.70 -0.01
O 3.57 0.03 -1.41 0.00
C -1.29 -1.82 -0.91 0.01
O -1.69 -0.93 -1.65 0.01
C -1.01 -0.75 2.17 -0.01
O -2.02 -0.70 2.74 -0.01
C 0.29 -2.31 -1.09 0.02
O 0.62 -3.03 -1.98 0.03
H -1.91 -2.50 -0.25 -0.01
N 0.07 3.05 0.50 0.00
C -0.25 2.95 -0.85 0.00
C -0.15 1.64 -1.17 0.00
N 0.21 0.91 -0.04 -0.01
C 0.33 1.81 0.95 0.00
H 0.08 3.91 1.06 0.00
H -0.48 3.81 -1.44 0.00
H -0.37 1.16 -2.12 0.00
H 0.59 1.59 1.99 0.00
```

Properties
Total charge   +2
Multiplicity   5
Energy above the lowest of the compared OMol25 structures with the same formula, charge and spin   0.0 kJ/mol
DFT total energy   -47373.02277 eV


(5)
ORCA calculation (ωB97M-V/def2-TZVPD) on C55H47F5InN5O2PSeSi as an isolated structure at a distorted geometry.

```
118
Properties=species:S:1:pos:R:3:lowdin_charge:R:1
In -21.35 5.87 -8.81 0.79
O -23.05 4.15 -6.64 -0.09
N -23.44 5.28 -7.40 -0.07
C -24.72 5.42 -7.31 -0.10
C -25.55 6.54 -7.66 -0.22
C -26.93 6.23 -7.88 -0.03
C -27.83 7.25 -8.20 -0.04
C -27.33 8.59 -8.10 -0.06
C -26.03 8.87 -7.83 -0.07
C -25.05 7.84 -7.78 -0.31
P -23.31 8.26 -7.88 1.07
C -23.10 9.07 -6.24 -0.39
C -23.98 8.84 -5.17 -0.09
C -23.87 9.51 -3.96 -0.06
C -22.89 10.51 -3.85 -0.06
C -21.97 10.74 -4.91 -0.06
C -22.09 10.02 -6.11 -0.13
C -23.23 9.70 -9.01 -0.37
C -23.59 11.01 -8.66 -0.10
C -23.79 11.98 -9.67 -0.05
C -23.72 11.62 -11.05 -0.06
C -23.21 10.36 -11.37 -0.07
C -22.96 9.42 -10.35 -0.10
H -22.27 3.82 -7.06 -0.01
H -25.26 4.53 -6.91 0.16
H -27.25 5.18 -7.84 0.12
H -28.91 7.05 -8.41 0.13
H -28.10 9.38 -8.17 0.12
H -25.74 9.93 -7.77 0.11
H -24.82 8.21 -5.42 0.10
H -24.61 9.29 -3.16 0.12
H -22.75 11.08 -2.92 0.11
H -21.13 11.38 -4.77 0.10
H -21.36 10.25 -6.86 0.10
H -23.77 11.29 -7.65 0.09
H -23.91 13.04 -9.35 0.11
H -24.06 12.39 -11.74 0.11
H -23.03 9.99 -12.40 0.11
H -22.57 8.44 -10.63 0.06
C -26.11 6.17 -12.88 -0.05
C -25.83 5.68 -11.60 -0.08
C -24.52 5.58 -11.18 -0.13
C -23.46 5.91 -12.03 -0.29
C -23.72 6.47 -13.29 -0.08
C -25.04 6.56 -13.75 -0.05
Si -21.64 5.64 -11.55 0.68
C -21.32 3.80 -11.88 -0.30
C -19.98 3.38 -12.07 -0.10
C -19.74 2.03 -12.33 -0.09
C -20.80 1.11 -12.42 -0.09
C -22.10 1.55 -12.26 -0.08
C -22.37 2.88 -11.95 -0.09
C -20.47 6.63 -12.49 -0.33
C -20.30 6.28 -13.86 -0.10
C -19.56 7.10 -14.69 -0.07
C -19.06 8.31 -14.15 -0.08
C -19.31 8.67 -12.84 -0.07
C -19.91 7.75 -11.94 -0.10
H -27.16 6.05 -13.22 0.11
H -26.56 5.40 -10.86 0.09
H -24.35 5.35 -10.12 0.09
H -22.89 6.82 -13.88 0.09
H -25.29 6.85 -14.79 0.11
H -19.17 4.10 -12.04 0.11
H -18.69 1.73 -12.45 0.11
H -20.62 0.02 -12.45 0.11
H -22.95 0.87 -12.29 0.11
H -23.40 3.20 -11.77 0.10
H -20.68 5.34 -14.29 0.12
H -19.47 6.83 -15.79 0.13
H -18.60 9.01 -14.86 0.12
H -19.06 9.70 -12.50 0.12
H -19.88 7.92 -10.86 0.08
C -14.76 6.55 -3.45 -0.04
C -15.61 6.66 -4.68 -0.23
C -16.56 7.68 -4.78 -0.01
C -17.38 7.79 -5.87 -0.21
C -18.28 8.98 -5.93 -0.06
C -17.29 6.83 -6.95 -0.10
C -18.23 6.97 -8.01 -0.18
O -18.89 6.07 -8.56 -0.12
C -16.38 5.77 -6.80 -0.19
C -16.24 4.66 -7.82 -0.03
C -15.47 5.76 -5.76 0.00
H -15.25 5.90 -2.73 0.08
H -14.59 7.57 -3.04 0.09
H -13.78 6.06 -3.68 0.10
H -16.71 8.40 -3.94 0.14
H -17.98 9.59 -5.07 0.08
H -19.35 8.70 -5.82 0.03
H -18.08 9.52 -6.89 0.10
H -18.36 8.00 -8.29 0.12
H -15.47 4.90 -8.61 0.11
H -17.22 4.52 -8.31 0.06
H -15.92 3.72 -7.38 0.08
H -14.75 4.95 -5.71 0.12
N -19.09 1.06 -6.85 0.22
C -19.17 0.78 -8.13 -0.46
N -18.63 -0.38 -8.61 0.18
N -19.69 1.61 -9.04 0.16
C -20.34 2.64 -8.68 -0.28
N -21.06 3.57 -8.59 0.10
H -18.73 0.38 -6.21 0.13
H -19.41 1.98 -6.49 0.11
H -18.19 -0.97 -7.91 0.12
H -18.73 -0.60 -9.61 0.14
F -17.90 3.34 -0.91 0.11
C -18.45 4.08 -1.88 -0.15
C -18.86 5.38 -1.58 -0.11
F -18.50 6.00 -0.42 0.10
C -19.55 6.07 -2.59 -0.21
F -19.96 7.37 -2.33 0.02
C -19.85 5.48 -3.85 -0.59
Se -20.88 6.42 -5.05 0.71
C -19.39 4.19 -4.11 -0.23
F -19.62 3.52 -5.31 0.01
C -18.70 3.50 -3.14 -0.10
F -18.22 2.20 -3.27 0.05
```

Properties
Total charge   +1
Energy above the lowest of the compared OMol25 structures with the same formula, charge and spin   76.9 kJ/mol
DFT total energy   -170608.11992 eV